Density functional theory data (ωB97M-V/def2-TZVPD) for a molecular structure, C47H41N5O4S2TeTi in a non-equilibrium geometry.

Each line ends with the Löwdin charge.
Atoms and positions in Å:
Ti 0.93625 0.66601 -0.84064  0.98
O 1.97611 -0.54730 0.75385  -0.41
S 1.45205 0.25833 1.90897  0.65
O 0.51673 -0.39509 2.77789  -0.28
N 0.89808 1.50184 1.04735  -0.23
C 0.14243 2.52069 1.60082  -0.34
C 0.74889 3.77147 1.86121  -0.11
C -0.02067 4.91097 2.08145  -0.15
C -1.40677 4.87806 2.45788  -0.08
C -2.05079 3.60020 2.13821  -0.15
C -3.42411 3.40240 2.28712  -0.13
C -4.00502 2.24647 1.86304  -0.14
C -3.19869 1.23578 1.27410  -0.22
N -1.90437 1.28300 1.25621  0.08
C -1.25900 2.41415 1.62524  -0.15
C 2.87466 0.87233 2.76484  -0.26
C 2.69997 2.07604 3.45081  -0.06
C 3.86090 2.71556 3.86645  -0.07
C 5.09677 2.09130 3.60555  -0.11
C 5.22577 0.96749 2.83509  -0.11
C 4.09233 0.29891 2.40338  -0.05
H 1.80086 3.75200 1.75166  0.08
H 0.39817 5.86013 1.85429  0.06
H -1.91221 5.67660 3.02562  0.07
H -3.96601 4.26209 2.70824  0.09
H -5.06736 2.09059 1.92624  0.06
H -3.73497 0.28548 1.09095  0.09
H 1.72273 2.58586 3.52616  0.11
H 3.79396 3.55571 4.53225  0.09
H 5.99454 2.54089 4.05415  0.10
H 6.19506 0.55757 2.57864  0.10
H 4.12266 -0.62374 1.77752  0.13
C 8.50303 -1.57779 -2.90021  -0.07
C 7.08300 -1.10617 -3.04513  -0.29
C 6.90566 0.26696 -2.99409  -0.03
C 5.59906 0.82978 -3.06335  -0.04
C 4.48659 0.02477 -3.04769  -0.24
C 4.70864 -1.40061 -3.16714  -0.04
C 5.94578 -1.96395 -3.05675  -0.05
S 2.93876 0.85406 -2.83311  0.65
O 2.73315 1.55879 -4.05514  -0.27
O 2.96036 1.58993 -1.49668  -0.38
N 1.83677 -0.22619 -2.36414  -0.26
C 0.99822 -1.15357 -3.12581  -0.22
C 1.16841 -1.59934 -4.41357  -0.08
C 0.11453 -2.43501 -4.95997  -0.10
C -0.90339 -2.94246 -4.10800  -0.09
C -1.11648 -2.49453 -2.79146  -0.22
C -2.26769 -2.83554 -2.04499  -0.10
C -2.38569 -2.33337 -0.73035  -0.10
C -1.34000 -1.51417 -0.22237  -0.14
N -0.28825 -1.03573 -0.97927  -0.04
C -0.07421 -1.67958 -2.23400  -0.12
H 8.61630 -2.58688 -3.32656  0.08
H 8.85076 -1.62143 -1.88201  0.07
H 9.13084 -0.73665 -3.34179  0.09
H 7.81800 0.78999 -3.03149  0.08
H 5.46048 1.83917 -3.00205  0.08
H 3.85343 -2.09486 -3.37776  0.12
H 6.09248 -3.05725 -2.94111  0.12
H 1.98620 -1.21131 -5.03592  0.09
H 0.05373 -2.56214 -6.04923  0.08
H -1.55341 -3.65068 -4.56387  0.07
H -2.96032 -3.48437 -2.57250  0.08
H -3.37360 -2.37988 -0.24852  0.09
H -1.52186 -1.01189 0.70937  0.07
C 1.01929 4.43188 -2.70252  -0.07
C -0.37192 4.02380 -2.93694  -0.21
C -1.23675 4.78874 -3.67334  -0.12
C -2.44389 4.36003 -4.11643  -0.15
C -2.86887 3.11677 -3.69386  -0.09
C -2.10888 2.26508 -2.88176  -0.22
C -2.77103 1.08579 -2.35998  -0.05
C -0.75737 2.62247 -2.59678  -0.24
N 0.02113 1.92709 -1.76214  -0.04
H 1.03508 5.48504 -2.52233  0.06
H 1.73261 4.11961 -3.44730  0.06
H 1.43629 3.91668 -1.77488  0.09
H -0.86012 5.76750 -3.99506  0.10
H -3.08299 4.95140 -4.76001  0.08
H -3.82702 2.83331 -4.12110  0.09
H -3.80618 1.28178 -2.37514  0.06
H -2.58296 1.00707 -1.30389  0.05
H -2.56400 0.08943 -2.74752  0.08
C -3.40797 -5.07141 5.76320  -0.42
Te -2.82882 -7.21371 5.48723  1.05
C -4.70166 -7.13016 4.24808  -0.43
C -5.31469 -5.76487 4.32571  -0.29
C -6.50174 -5.50757 3.61748  -0.05
C -7.03244 -4.23228 3.65125  -0.10
C -6.42032 -3.26911 4.44803  -0.11
C -5.29166 -3.51204 5.18613  -0.04
C -4.68242 -4.77148 5.05687  -0.29
H -2.56328 -4.44921 5.40837  0.07
H -3.38891 -4.91695 6.82818  0.03
H -5.20446 -8.03151 4.68660  0.03
H -4.64341 -7.43140 3.19806  0.05
H -6.99712 -6.25576 2.95954  0.12
H -8.01643 -4.02590 3.21576  0.10
H -6.83936 -2.25021 4.45280  0.11
H -4.78606 -2.60979 5.68981  0.15

Summary:
frontier orbital gap (alpha / beta) = 1.692 / 4.251 eV
LUMO energy (alpha / beta) = 2.8 / 2.8 eV
spin multiplicity = 3
expectation value of S² = 2.047
calculated total energy = -4304.120237 a.u.
max |F| = 0.08114 hartree/bohr
HOMO (alpha / beta) = 1.1 / -1.4 eV
charge = -2